Record 1
Molecular formula: C32H27AsKN2O5SSe2
Method: DFT, ωB97M-V with the def2-TZVPD basis set

```
71
Properties=species:S:1:pos:R:3:forces:R:3
H 0.91817 -5.29453 -1.24097 -0.010 -0.003 0.025
H -3.47443 3.00839 3.63524 -0.004 -0.001 0.005
C 2.41135 1.99584 3.60391 -0.018 0.010 -0.020
H 2.28601 6.13930 0.76517 0.000 -0.001 0.002
H -3.36676 1.31484 5.43970 -0.002 0.004 -0.003
H -0.19853 2.64477 -6.02347 0.014 0.005 0.011
C 0.64743 3.16413 0.59378 0.071 0.030 0.057
C -2.48581 -1.40587 -0.10426 0.062 -0.059 0.224
C 0.93073 -2.61453 0.58000 0.059 -0.130 0.109
H 0.89916 1.48224 -4.13335 -0.019 -0.003 0.016
C -1.68599 2.33044 2.67356 0.012 0.010 -0.023
H -3.18299 -5.83626 -0.03983 -0.009 0.004 -0.015
H 0.85629 -3.64058 0.95168 -0.107 0.011 0.059
C -0.14709 -5.13839 -1.35970 0.081 0.075 0.012
H 0.22839 -0.25228 3.72902 -0.007 0.001 0.007
C -2.42649 -5.41253 -0.68698 0.034 0.029 -0.002
C 4.56379 0.54794 2.61810 0.026 -0.008 0.002
H 5.39826 -0.02623 2.23472 -0.003 -0.003 -0.006
S -1.49833 2.27604 -0.93355 0.081 0.009 0.070
C 2.30199 1.35460 2.37156 -0.006 -0.011 0.034
C -2.66168 2.29250 3.66113 -0.011 -0.001 0.006
H 1.56706 2.55335 3.99390 0.007 0.008 0.007
C -0.63700 1.41700 2.68756 0.005 0.044 0.032
C -0.30845 4.75556 -0.92577 -0.063 -0.033 -0.048
C -0.30798 1.57713 -5.90111 -0.014 -0.089 0.013
H -1.74758 3.06111 1.87684 -0.002 0.001 0.002
H -3.81666 -4.30651 -1.90213 0.012 0.004 0.020
C -0.31885 3.45324 -0.39263 -0.053 -0.040 -0.027
H 3.66342 2.42135 5.29149 0.002 0.001 0.001
H 2.31878 3.87594 1.73565 -0.005 0.001 0.001
C 0.60595 5.70630 -0.51848 0.046 0.038 0.026
H -1.50424 -0.31886 5.47632 -0.004 0.001 0.002
C -1.17867 -0.54550 -6.57091 -0.021 -0.040 0.015
Se -0.60597 -3.02068 -5.32136 -0.052 -0.013 -0.206
O 2.61640 -3.62146 -0.75801 -0.045 0.025 -0.072
N -1.89102 -4.00540 -2.54421 -0.007 0.033 -0.058
H -1.14535 -1.31871 1.53617 0.010 0.000 -0.031
Se 0.72449 -3.48570 -3.50057 0.052 0.043 0.119
H -1.04922 4.99293 -1.67977 0.008 0.017 0.001
C -1.07262 0.81544 -6.77481 -0.015 0.018 -0.052
H 3.28693 0.09210 0.94257 0.028 -0.007 0.017
H -1.74718 -2.94708 1.17675 -0.053 -0.007 0.007
H 5.58446 1.13521 4.41222 0.003 -0.002 -0.005
C -1.37517 -2.01970 0.72158 0.087 -0.011 0.084
N 0.19094 -0.38761 -4.62387 0.050 -0.026 0.014
H -4.17104 -0.63697 0.13332 0.007 0.000 0.015
H -1.75083 -1.17368 -7.24153 -0.015 0.016 0.001
H -0.75371 -6.36914 0.27957 0.003 0.005 -0.003
O -2.45754 -1.17504 -1.28087 0.046 0.035 0.045
H 0.57907 6.69718 -0.95888 -0.003 -0.001 -0.002
H -1.57807 1.27999 -7.61250 -0.003 -0.004 0.004
As 0.69449 1.33612 1.25575 -0.201 -0.155 -0.169
C 2.10020 -2.53259 -0.44314 0.002 -0.115 0.091
O 2.37942 -1.37985 -0.85015 -0.016 -0.069 0.024
C -2.60348 1.34295 4.67149 -0.003 -0.004 0.010
C 4.66704 1.19680 3.83913 0.011 0.003 0.024
C -0.58826 0.46329 3.70281 0.021 -0.011 -0.021
C 1.57198 4.12673 0.99175 0.017 -0.028 0.030
H 1.10909 -1.92505 1.41518 -0.007 0.039 -0.036
C -2.77748 -4.56052 -1.71784 -0.055 -0.040 0.010
C -0.62056 -4.27918 -2.35211 0.015 -0.095 -0.063
O -3.54655 -1.13780 0.67982 -0.047 0.017 -0.089
C -0.52164 -1.10344 -5.47419 0.089 -0.019 0.045
C 1.56133 5.40026 0.44664 -0.025 0.021 -0.032
K 0.17811 -0.31218 -1.71212 0.053 0.315 -0.393
O -0.27182 -2.25125 -0.09914 -0.005 0.015 -0.004
C 3.38309 0.62042 1.88822 -0.026 0.003 -0.042
C 3.58763 1.91913 4.33428 0.006 0.007 0.010
C 0.30119 0.92386 -4.84632 -0.078 0.148 0.055
C -1.56116 0.42601 4.69150 0.000 -0.006 0.012
C -1.07644 -5.70535 -0.51358 -0.006 -0.011 0.050
```
Positions in Å, forces in eV/Å.

* molar mass: 823.58 g/mol
* HOMO energy: -4.10 eV
* total charge: -1
* Kohn-Sham gap: 6.312 eV

***

Record 2
Molecular formula: C4H7O4
Method: DFT, ωB97M-V with the def2-TZVPD basis set

```
15
Properties=species:S:1:pos:R:3:forces:R:3
H -1.48361 -2.10213 0.09748 -0.184 0.347 -0.140
H -1.79671 -0.12033 1.17834 0.054 0.669 0.027
O -0.11795 1.99951 -0.27665 -0.148 -0.422 -0.128
H -0.08939 0.31671 1.35125 0.212 -0.202 0.015
H -0.26382 -1.36867 -0.93319 -0.118 -0.146 -0.052
C -0.61564 -1.43702 0.10257 0.875 -0.147 -0.331
C -0.94237 1.04277 -0.45952 0.350 1.946 0.252
H 1.82115 2.89892 -1.88734 -0.016 -0.002 -0.135
C 0.43369 -2.21785 0.84153 0.079 0.483 0.772
H 0.93061 -1.66291 1.66529 0.122 0.183 -0.056
O -1.80077 1.00088 -1.35530 0.031 -0.893 0.222
O 2.37341 2.63991 -1.14572 -0.275 -0.031 0.553
C -0.84324 -0.01259 0.64416 -1.169 -1.318 -0.082
O 0.73795 -3.36970 0.68242 -0.094 -0.454 -0.413
H 1.65670 2.39252 -0.50532 0.283 -0.012 -0.507
```
Positions in Å, forces in eV/Å.

* molar mass: 119.10 g/mol
* HOMO energy: -4.72 eV
* total charge: -1
* Kohn-Sham gap: 8.388 eV

***

Record 3
Molecular formula: HN2O3S
Method: DFT, ωB97M-V with the def2-TZVPD basis set

```
7
Properties=species:S:1:pos:R:3:forces:R:3
O -0.19882 -1.38057 0.05458 0.439 1.348 0.106
O 1.29510 0.16556 1.33739 -0.424 -0.609 -0.109
S 0.66825 -0.15782 0.06470 2.721 -0.940 1.395
O 1.60564 -0.12930 -1.02548 -0.129 0.068 -0.733
H -1.37776 -0.32127 -0.12141 -1.805 -1.714 0.021
N -0.43377 1.12469 -0.10828 2.859 1.996 -0.186
N -1.55864 0.69872 -0.20151 -3.661 -0.147 -0.494
```
Positions in Å, forces in eV/Å.

* molar mass: 109.09 g/mol
* HOMO energy (spin up / spin down): -2.53 / -5.57 eV
* total charge: -1
* Kohn-Sham gap (spin up / spin down): 6.922 / 7.966 eV
* spin multiplicity: 3

***

Record 4
Molecular formula: CH6NOS
Method: DFT, ωB97M-V with the def2-TZVPD basis set

```
10
Properties=species:S:1:pos:R:3:forces:R:3
C -0.86251 0.54361 0.21339 -0.146 0.122 -0.193
H -1.62569 -1.40231 -0.19430 0.285 0.203 -0.315
H 2.61934 0.40639 -1.61697 0.033 0.052 -0.078
H -0.44936 -1.25901 0.96420 -0.012 -0.208 -0.162
H 1.04321 0.38619 0.32005 0.270 0.132 0.259
O 0.33724 0.85689 0.84977 -0.152 -0.090 -0.264
N -1.26016 -0.82455 0.54593 -0.267 -0.003 0.744
H -0.77245 0.68488 -0.87346 0.006 -0.113 -0.043
H -1.62447 1.24802 0.57209 0.078 -0.038 0.044
S 2.59485 -0.64011 -0.78071 -0.094 -0.058 0.008
```
Positions in Å, forces in eV/Å.

* molar mass: 80.13 g/mol
* HOMO energy: -3.06 eV
* total charge: -1
* Kohn-Sham gap: 7.371 eV

***

Record 5
Molecular formula: C6H10NO4S
Method: DFT, ωB97M-V with the def2-TZVPD basis set

```
22
Properties=species:S:1:pos:R:3:forces:R:3
H -0.21266 -0.80759 -0.07611 1.654 -1.181 0.289
C -2.27479 -1.16740 0.01311 3.350 -0.833 -0.405
H 2.18809 0.68321 0.46518 1.155 -0.157 -1.002
N -1.13452 -0.46085 -0.08532 -2.684 -0.893 -0.376
O 3.76147 -2.18261 -0.02926 -0.592 1.168 -0.190
H 3.79411 0.51520 -0.73513 -1.831 -0.499 2.114
O -2.27421 -2.43766 0.22822 -0.134 -1.340 0.793
C -2.91103 1.03508 -0.21033 -0.883 2.955 0.327
H -3.08419 -2.78910 0.67841 0.632 0.493 -0.765
C -1.38002 0.91688 -0.35353 0.160 1.204 -2.733
H -0.63979 1.49576 0.17917 -0.619 0.503 1.001
H -1.12165 1.29615 -1.43608 -0.375 -1.442 1.491
H -3.31038 1.82218 -1.01293 0.223 -2.274 1.481
S -5.75810 -0.11454 0.52046 -2.637 1.453 0.273
O 1.56220 -1.50578 0.07953 -1.628 -1.660 -0.551
C -3.37485 -0.37892 -0.13294 -1.145 2.313 -1.671
H -3.20268 1.52139 0.75110 0.216 -0.086 -0.342
O -4.55958 -0.89665 -0.12364 2.429 -0.989 0.669
H 3.77760 0.28421 1.09185 -0.101 -0.470 -0.621
C 2.72991 -1.27355 0.00440 1.800 -0.657 1.391
H 3.59582 -3.14308 0.03729 -0.792 0.704 -0.148
C 3.13615 0.13916 0.19698 1.800 1.689 -1.026
```
Positions in Å, forces in eV/Å.

* molar mass: 192.22 g/mol
* HOMO energy (spin up / spin down): -12.51 / -12.51 eV
* total charge: +1
* Kohn-Sham gap (spin up / spin down): 5.972 / 5.971 eV

***

Record 6
Molecular formula: C4HO5
Method: DFT, ωB97M-V with the def2-TZVPD basis set

```
10
Properties=species:S:1:pos:R:3:forces:R:3
O 2.70715 1.16906 0.68688 1.485 1.357 1.776
H -1.34731 1.66039 0.20281 -0.354 -0.421 -0.428
C 0.46971 0.27228 0.23898 -4.857 0.719 -3.074
O -1.56193 -2.43477 0.33753 -0.520 -0.541 0.228
O 1.84397 0.29095 -1.18114 0.000 -0.215 -1.414
C -1.07198 0.93464 -0.61127 3.527 -0.992 2.675
O -1.83233 -0.30743 -0.30935 -0.955 1.179 -0.128
C -1.22330 -1.30728 0.17624 1.545 -0.202 -0.128
C 1.86996 0.70252 -0.01567 -0.467 -1.333 -0.151
O 0.14605 -0.98035 0.47500 0.596 0.451 0.645
```
Positions in Å, forces in eV/Å.

* molar mass: 129.05 g/mol
* HOMO energy: -4.38 eV
* total charge: -1
* Kohn-Sham gap: 8.176 eV

***

Record 7
Molecular formula: C15H22N2O3
Method: DFT, ωB97M-V with the def2-TZVPD basis set

```
42
Properties=species:S:1:pos:R:3:forces:R:3
C -1.06684 -0.73090 1.49546 -1.958 3.254 2.083
C 4.07574 0.41231 -0.49042 -1.291 1.220 2.517
C -2.01498 0.35330 0.99042 -1.803 -0.422 -2.861
H -1.91027 2.39559 1.28201 1.238 -0.848 -0.671
H 5.28557 -2.84774 -0.83664 -1.987 1.592 -0.454
N 1.10582 1.65768 -1.87857 5.100 0.577 3.484
H 1.56058 -1.33853 0.97338 -2.165 -1.167 1.112
H -2.35764 -1.26719 -0.58064 1.016 2.215 -0.393
H -4.70420 -3.20142 -1.54203 0.408 3.013 3.266
H -3.75310 -1.08783 -2.81178 0.513 -0.183 0.396
C -2.72708 -0.17611 -0.45457 4.007 -1.617 -1.378
H -3.25356 -2.43455 0.66700 -4.120 0.915 -2.408
C -4.52994 -1.99900 -0.19734 -0.565 -0.655 1.635
C -4.18501 -0.52976 -0.68461 0.379 3.086 0.806
N -1.26637 1.63948 0.92630 -4.350 0.337 2.447
H -4.41369 0.52872 -3.08670 0.274 -0.893 2.656
O -0.35099 3.39761 0.02026 0.843 0.568 -0.659
H 1.20810 0.84297 1.79083 1.400 0.005 -2.450
H -5.90042 -1.83999 0.61075 4.132 -1.009 -2.386
C 4.46024 -2.02238 -0.78370 1.394 2.111 0.771
O -1.12612 -1.80575 1.05043 1.470 -2.969 -0.014
H 0.36609 0.22591 -0.69621 -0.680 -0.625 0.866
H 1.56794 0.72443 -2.19043 -0.310 2.333 0.141
C -0.34546 2.19791 0.09603 0.716 -1.470 -0.607
C -4.38807 -0.36142 -2.31351 -4.548 -1.512 -0.503
H -2.42945 0.55729 -1.30629 -0.019 -1.339 1.592
H 2.10506 2.43045 -1.56012 -3.738 -3.030 -1.901
O -0.40683 -0.32200 2.63732 -0.335 0.909 -0.556
C 0.73929 1.19944 -0.43921 -0.863 2.430 -0.299
H -4.34122 0.41378 0.14624 -2.425 -2.414 -2.366
H -5.51138 -0.91031 -2.51903 2.901 1.632 0.509
H -0.57313 0.68411 2.75593 0.266 -2.270 -0.515
C 2.86016 0.09895 0.30044 -0.811 -0.314 -1.082
H 3.11629 -3.46648 -0.10240 -0.752 3.293 -0.052
H 2.11194 2.10200 1.02881 0.883 1.495 -0.188
C 1.77635 1.13679 0.79159 -0.499 -2.404 -0.727
C 3.21850 -2.25173 -0.23718 -0.412 -3.565 1.379
C 4.86547 -0.60745 -0.89186 1.437 -3.465 -1.125
H 4.52611 1.44697 -0.48344 -0.930 -1.095 -0.148
C 2.35935 -1.23612 0.34605 5.234 1.364 -2.225
H 5.89614 -0.50750 -1.32242 -1.141 0.569 0.456
H -2.98666 0.40749 1.61964 2.094 0.349 -0.149
```
Positions in Å, forces in eV/Å.

* molar mass: 278.35 g/mol
* HOMO energy: -9.09 eV
* Kohn-Sham gap: 8.920 eV

***

Record 8
Molecular formula: C33H30BFO4
Method: DFT, ωB97M-V with the def2-TZVPD basis set

```
69
Properties=species:S:1:pos:R:3:forces:R:3
C 0.75458 0.16479 6.13851 0.175 0.222 1.197
C -0.92980 4.39735 -2.45246 -0.193 0.001 0.234
C 0.52347 -0.38038 4.81587 -0.228 -0.868 -1.737
H -3.91266 2.26484 1.59728 0.028 -0.229 -0.160
H -2.99103 -3.80674 -1.03955 0.134 -0.110 0.093
H 0.86958 -4.72044 -0.56909 -0.202 0.169 0.048
F 0.54577 -3.33264 -5.30752 0.120 0.609 0.391
C 0.50927 -0.18613 2.59091 -0.810 -1.600 0.950
H -4.72637 0.39661 -1.80274 0.018 0.093 0.065
O -2.40171 0.43542 -0.67295 0.001 0.463 0.422
H 2.91460 -0.31578 -2.84096 -0.181 -0.230 -0.131
H 2.75532 -2.09922 -4.63050 -0.203 -0.002 0.072
C -0.10153 -1.37529 2.90957 0.223 0.535 -0.415
H 0.50766 5.30581 -1.11078 -0.108 -0.269 -0.260
C 1.87593 -1.78346 -4.07443 -0.284 0.134 0.060
H -2.34553 -5.08935 0.03459 -0.219 0.104 -0.232
C -3.49818 1.12770 -0.23686 1.288 0.044 1.350
H -4.42514 2.15614 -1.80738 -0.107 -0.213 -0.070
C 0.83129 0.59794 -1.17993 0.387 0.151 -4.176
H 0.65446 2.62831 1.39922 0.236 -0.465 0.227
H 2.03985 -2.35124 0.01883 -0.162 0.054 0.006
O 2.35787 -0.26057 1.21604 1.756 1.399 1.253
C -4.59512 1.27783 -1.16990 -0.987 0.320 -0.582
H -1.81196 -4.99407 -1.65178 -0.206 0.060 0.159
H -0.51344 -2.09460 2.22110 0.061 0.127 0.117
H 1.67713 3.16786 -0.61994 -0.297 0.134 -0.102
C 1.96371 -0.79937 -3.07482 -0.621 -0.214 0.158
O -1.24820 -2.23423 -0.10853 0.956 -0.312 -0.405
H 5.31627 0.93785 1.94562 0.030 -0.136 0.019
C -1.35326 3.20015 -3.03199 0.455 -0.098 -0.029
H -1.29024 -0.69019 -2.14783 0.138 -0.295 -0.132
O 0.92005 0.39732 3.76081 -0.070 0.479 0.301
C 3.28481 0.64505 1.58681 -2.797 -1.377 -0.805
C 4.56513 0.15187 2.05267 1.264 -0.099 -0.215
C -0.70431 2.00669 -2.71402 -0.294 0.178 0.056
H -1.51246 -2.35599 -3.96492 0.474 -0.012 0.011
H -0.00708 0.91257 6.40553 0.245 -0.120 -0.049
C -0.40300 -1.02300 -2.67989 -0.027 -0.008 -0.404
H -5.51294 1.45041 -0.60187 -0.017 -0.020 -0.209
B 0.00138 -0.02657 -0.02986 0.306 -0.282 2.786
C 0.63158 -2.33863 -4.36206 0.210 -0.284 -0.068
C 0.36558 -3.78133 -0.36537 -0.981 0.327 0.211
H -0.98240 1.11489 -3.27318 -0.058 0.245 0.401
C -3.25286 1.63800 1.00766 -0.147 -0.303 -0.577
C -0.02096 -1.57789 0.04575 0.643 -2.436 -0.658
H 4.87866 -0.73538 1.49331 -0.089 0.118 0.180
C -1.92431 1.22785 1.35399 0.053 -0.101 -0.494
C 2.75122 1.93693 1.59277 -0.415 0.571 -0.049
H -2.17100 3.17223 -3.75879 0.340 0.142 0.217
C 0.82442 -0.44793 -2.34211 0.431 0.790 -0.024
C 0.29165 1.94907 -1.72673 0.512 -0.200 -0.023
C -0.07508 -1.51246 4.32475 0.230 0.480 0.059
C -0.52975 -1.95311 -3.70455 0.157 0.088 0.143
C 0.97585 -2.53210 -0.03382 -0.839 0.330 -0.380
H -1.43799 1.44806 2.30058 -0.039 -0.097 -0.328
C 1.38370 1.81368 1.43415 0.224 -0.873 0.235
H 1.74827 0.62370 6.22745 -0.252 -0.070 -0.023
C -2.10435 -4.39334 -0.78120 -0.999 -1.089 -0.189
H 4.51406 -0.09838 3.12402 -0.231 0.006 -0.327
C 0.78348 3.17343 -1.24545 -0.474 -0.209 -0.010
C -1.41736 0.51674 0.29095 -1.223 1.358 0.839
C 0.14389 4.37708 -1.56101 0.205 0.058 -0.147
H -0.43322 -2.39678 4.84111 0.009 0.452 0.187
C -0.99479 -3.54825 -0.41116 2.275 1.190 0.463
H -1.43780 5.33391 -2.69788 0.218 -0.290 0.135
H 3.33656 2.84938 1.74729 -0.365 -0.457 -0.052
C 1.01342 0.36741 1.31334 0.222 1.609 0.633
H 1.86907 0.72535 -0.86536 0.085 0.129 -0.260
H 0.68631 -0.65535 6.85867 0.018 0.199 0.042
```
Positions in Å, forces in eV/Å.

* molar mass: 520.41 g/mol
* HOMO energy: -7.01 eV
* Kohn-Sham gap: 5.628 eV